Computed, not measured: one molecule with the formula C8H13FOSi2 in a non-equilibrium geometry, with ωB97M-V/def2-TZVPD.

Properties
Orbital gap (spin up / spin down) ... 7.147 / 6.439 eV
2S+1 ... 1
Energy ... -1066.71323 a.u.
LUMO (spin up / spin down) ... -0.033 / -0.039 Eh
HOMO energy (spin up / spin down) ... -8.033 / -7.499 eV

Element x y z (Å)
C  -3.6052  1.3143  -0.3995
C  -2.3987  0.6850  -0.5656
C  -4.5031  0.4254  0.2608
C  -3.8996  -0.7580  0.5059
C  -2.4459  -0.6214  -0.0291
C  1.4966  1.5029  -0.7277
C  2.2812  -0.1552  1.8375
C  3.5786  -0.8078  -0.9229
O  -1.2554  -1.3773  -0.0849
F  0.6390  -3.0713  0.2405
Si  0.3364  -1.7130  -0.5957
Si  1.9937  -0.2031  -0.0512
H  -3.8536  2.3125  -0.7152
H  -1.5257  1.0935  -1.0422
H  -5.5193  0.6615  0.5244
H  -4.2723  -1.6398  0.9853
H  0.5782  1.8617  -0.2743
H  2.2715  2.2365  -0.5257
H  1.3479  1.4767  -1.8036
H  1.4033  0.2159  2.3589
H  2.4945  -1.1500  2.2191
H  3.1191  0.4853  2.1040
H  3.8339  -1.8247  -0.6438
H  3.4872  -0.7738  -2.0043
H  4.4172  -0.1759  -0.6507

---

Computed, not measured: an isolated ion of composition C8H13I2N4 and charge +1 in a non-equilibrium geometry, with ωB97M-V/def2-TZVPD.

Properties
Orbital gap ... 8.492 eV
2S+1 ... 1
Energy ... -1126.65942 a.u.
LUMO ... -0.133 Eh
HOMO energy ... -12.112 eV
Charge ... +1
SMILES ... CCC1=C(I)N=C(C)C[N@H+]1/N=C(/N)I

Element x y z (Å)
C  1.1033  -2.7184  1.6636
C  0.9289  -2.3609  0.1377
C  0.9841  -0.8274  -0.0411
C  2.2246  -0.0676  -0.1640
I  4.0388  -1.0596  -0.3303
N  2.2486  1.3248  -0.2161
C  1.1906  1.9181  0.0681
C  1.1879  3.3424  0.3830
C  -0.1417  1.2409  0.5060
N  -0.3217  -0.1644  -0.0622
N  -0.9304  -0.2638  -1.3451
C  -2.1365  -0.4586  -1.6863
N  -2.6520  -0.3445  -2.8798
I  -3.4402  -1.0265  -0.1314
H  1.6466  -1.8357  2.1531
H  1.6988  -3.6789  1.6520
H  0.2111  -2.6519  2.3773
H  0.1930  -2.9800  -0.3706
H  1.9420  -2.5953  -0.1962
H  0.7694  3.4035  1.4246
H  0.8602  3.8977  -0.5063
H  2.3618  3.5815  0.5163
H  -0.0740  1.0184  1.5221
H  -0.8244  1.9134  0.1620
H  -0.9851  -0.6060  0.6176
H  -1.9057  -0.2116  -3.6104
H  -3.4541  -0.8823  -3.1386

---

Computed, not measured: C8H13ILiNO3 as an isolated structure in a non-equilibrium geometry, with ωB97M-V/def2-TZVPD.

Properties
Orbital gap ... 4.525 eV
2S+1 ... 1
Energy ... -898.12474 a.u.
LUMO ... -0.099 Eh
HOMO energy ... -7.229 eV

Element x y z (Å)
C  -3.1224  0.5947  0.6157
C  -1.7155  1.3033  0.8459
C  -0.7299  1.1320  -0.3655
I  -0.1586  3.0447  -1.1938
C  0.5090  0.1329  -0.0333
N  -0.1701  -1.1099  0.3577
C  1.3369  0.0874  -1.3329
C  2.4932  -1.0843  -1.2886
C  2.8581  -1.6292  0.1921
O  2.0443  -2.4124  -0.9079
C  1.2037  0.8483  1.1932
O  2.0240  1.7568  1.0282
O  0.9311  0.4428  2.3951
H  -3.0924  -0.0208  -0.3236
H  -3.9711  1.3174  0.6374
H  -3.3172  -0.1394  1.4480
H  -1.3419  0.9351  1.8286
H  -1.9417  2.3958  0.9563
H  -1.2985  0.5875  -1.1847
H  -0.5329  -1.0561  1.3108
H  -0.8906  -1.3460  -0.3311
H  0.6973  -0.1948  -2.2059
H  1.9865  0.9747  -1.5032
H  3.3593  -0.9938  -2.0297
H  2.0752  -1.8943  0.9253
H  3.7691  -2.2644  0.1298
Li  -3.0048  -1.4080  -1.1638

---

Computed, not measured: an isolated ion of composition C8H13N2 and charge +1 in a non-equilibrium geometry, with ωB97M-V/def2-TZVPD.

Properties
Orbital gap ... 6.764 eV
2S+1 ... 1
Energy ... -421.77495 a.u.
LUMO ... -0.178 Eh
HOMO energy ... -11.606 eV
Charge ... +1
SMILES ... C=C=NCC/[NH+]=C\C=C/C

Element x y z (Å)
C  0.4489  -0.3216  -3.4836
C  0.7124  0.4063  -2.4500
N  0.9109  0.9837  -1.4215
C  1.2803  2.1458  -0.7925
C  0.9298  2.2377  0.7302
N  -0.3189  1.6178  0.9893
C  -0.6304  0.3507  1.1019
C  0.2451  -0.7999  1.2401
C  -0.2386  -2.0605  1.1861
C  -1.6570  -2.5374  1.0841
H  -0.5084  -0.3605  -4.0735
H  1.2570  -0.7006  -4.1219
H  0.8893  3.0543  -1.2544
H  2.3251  2.3226  -0.9369
H  1.6943  1.8017  1.3777
H  0.7979  3.2636  0.8952
H  -1.0970  2.2610  1.1525
H  -1.7175  -0.0225  0.8789
H  1.3587  -0.7562  1.3020
H  0.4256  -2.9850  1.3092
H  -1.6497  -3.5460  0.6205
H  -2.4706  -1.9704  0.7732
H  -1.9384  -2.7206  2.2281

---

Computed, not measured: an isolated ion of composition C8H13N2O and charge +1 in a non-equilibrium geometry, with ωB97M-V/def2-TZVPD.

Properties
Orbital gap (spin up / spin down) ... 8.478 / 8.478 eV
2S+1 ... 1
Energy ... -497.00691 a.u.
LUMO (spin up / spin down) ... -0.195 / -0.195 Eh
HOMO energy (spin up / spin down) ... -13.789 / -13.790 eV
Charge ... +1
SMILES ... CC(C)(C)c1c[nH]cc[n+]1=O

Element x y z (Å)
C  1.2460  1.2999  -1.2942
C  0.2822  1.0953  -0.1102
C  0.9433  1.7409  1.1757
C  -1.1282  1.8348  -0.1967
C  -0.0029  -0.3594  -0.0973
C  0.5966  -1.3749  -0.7302
N  0.3121  -2.6869  -0.5352
C  -0.7746  -3.0968  0.1406
C  -1.4660  -2.2014  0.9346
N  -1.0668  -0.8836  0.9132
O  -1.6170  -0.0944  1.6770
H  1.1090  2.2630  -1.6470
H  2.2805  1.1327  -1.0127
H  1.2394  0.6310  -2.1031
H  1.3441  2.8209  0.9832
H  1.7296  1.0409  1.3489
H  0.1915  1.6847  1.8893
H  -0.8980  2.7659  -0.5321
H  -1.6176  1.9233  0.6955
H  -1.6813  1.3246  -0.9102
H  1.3794  -1.0422  -1.3610
H  0.9808  -3.2261  -1.0407
H  -1.0526  -4.0777  0.1780
H  -2.3293  -2.5145  1.6348

---

Computed, not measured: an isolated ion of composition C8H13N2O2 and charge +1 in a non-equilibrium geometry, with ωB97M-V/def2-TZVPD.

Properties
Orbital gap (spin up / spin down) ... 6.923 / 6.924 eV
2S+1 ... 1
Energy ... -572.20461 a.u.
LUMO (spin up / spin down) ... -0.185 / -0.185 Eh
HOMO energy (spin up / spin down) ... -11.967 / -11.967 eV
Charge ... +1

Element x y z (Å)
C  -1.3210  2.7603  -0.0121
C  -2.5601  2.0473  0.0065
C  -0.2961  1.8109  -0.0639
C  -2.1778  0.6661  0.0179
C  2.7172  0.4852  -0.2574
C  2.2015  1.9226  -0.0712
C  -0.1786  -1.5167  -1.0200
C  -0.5127  -1.5035  1.3023
N  -0.8395  0.5047  -0.0077
N  -0.1722  -0.7012  0.1404
O  0.9549  2.3043  -0.0435
O  -2.9841  -0.3874  0.0528
H  -1.0539  3.8500  -0.1279
H  -3.6472  2.4194  0.0658
H  3.7054  0.3448  -0.3082
H  2.3954  0.2063  -1.2150
H  2.8733  2.8746  -0.1214
H  -0.1786  -0.9445  -1.9009
H  0.7988  -2.1425  -1.1468
H  -0.9670  -2.1725  -1.0543
H  -1.4386  -2.0295  1.2676
H  0.2788  -2.4141  1.3923
H  -0.5395  -0.9780  2.2063
H  2.1825  -0.0912  0.5078
H  -3.7585  -0.2172  -0.3848

---

Computed, not measured: a 2-piece molecular cluster, C8H13N2P overall in a non-equilibrium geometry, with ωB97M-V/def2-TZVPD.

Properties
Orbital gap ... 7.790 eV
2S+1 ... 1
Energy ... -763.42721 a.u.
LUMO ... 0.010 Eh
HOMO energy ... -7.516 eV
SMILES ... Nc1cccc(N)c1.C=PC

Element x y z (Å)
N  2.7766  -1.4903  -1.9715
C  1.8873  -1.4952  -0.9411
C  2.3003  -1.8533  0.3723
C  1.3361  -2.0025  1.3882
C  0.0308  -1.6591  1.1425
C  -0.3932  -1.2562  -0.1456
N  -1.7668  -1.0916  -0.4113
C  0.5393  -1.3000  -1.2104
H  3.7061  -1.4946  -1.7985
H  2.6902  -1.0271  -2.8184
H  3.2757  -2.1064  0.6117
H  1.5753  -2.2928  2.3915
H  -0.6828  -1.7396  1.9087
H  -2.1992  -0.7125  0.3548
H  -1.9102  -0.5557  -1.2303
H  0.1840  -1.3319  -2.1898
C  -3.2376  2.8085  1.1138
P  -1.7140  2.0825  1.2762
C  -0.4927  2.9494  0.1042
H  -3.2105  3.6103  0.4301
H  -4.0030  2.9315  1.8598
H  0.3223  3.1098  0.7474
H  -0.8246  3.8010  -0.4265
H  -0.1896  2.1157  -0.5574

---

Computed, not measured: C8H13N2S as an isolated structure in a non-equilibrium geometry, with ωB97M-V/def2-TZVPD.

Properties
Orbital gap ... 8.505 eV
2S+1 ... 1
Energy ... -819.92880 a.u.
LUMO ... -0.136 Eh
HOMO energy ... -12.206 eV
Charge ... +1

Element x y z (Å)
C  1.2264  2.7616  0.2731
C  1.4021  1.4621  0.3593
C  -0.6186  2.4705  -1.4369
C  -0.3047  1.1542  -1.4290
C  0.4330  3.4678  -0.7156
C  1.0038  0.5602  -0.8044
C  -0.7934  -3.9714  1.2493
C  -0.6765  -1.4796  1.0501
N  -0.9642  -0.0179  -1.6415
N  -0.1674  -2.6777  1.4104
S  0.1016  -1.0397  -0.7441
H  1.6586  3.4303  0.9599
H  1.9267  0.9783  1.0687
H  -1.5190  2.9800  -1.7947
H  -0.1627  4.3220  -0.2269
H  1.0852  3.6671  -1.5550
H  1.8299  0.4460  -1.4788
H  -0.1944  -4.5655  0.4707
H  -0.8125  -4.5423  2.1423
H  -1.8446  -3.9240  1.0638
H  -1.8240  -1.7307  0.7712
H  -0.3743  -0.7191  1.7571
H  -1.1815  -0.3312  -2.6163
H  0.7703  -2.7012  1.8674